{"formula": "C20H23Cl3HfO", "method": "the ωB97M-V functional and the def2-TZVPD basis", "symbols": ["C", "C", "C", "C", "C", "C", "C", "C", "C", "C", "Hf", "Cl", "Cl", "Cl", "H", "H", "H", "H", "H", "H", "H", "H", "H", "H", "H", "H", "H", "H", "H", "O", "H", "C", "C", "C", "C", "C", "C", "C", "C", "C", "C", "H", "H", "H", "H", "H", "H", "H"], "xyz": [[-1.1439, 1.1888, -2.5000], [-1.4195, -0.2496, -2.4885], [-0.1185, -0.9046, -2.4270], [-2.6050, -0.8537, -3.1418], [0.8763, 0.1220, -2.3510], [0.2346, 1.3901, -2.3722], [0.9178, 2.7104, -2.3435], [-2.1251, 2.2552, -2.7787], [0.1583, -2.2653, -2.9393], [2.3524, -0.0801, -2.4270], [-1.4877, -1.2332, -0.2407], [-2.9792, -2.8250, 0.0777], [-2.5720, 0.8061, 0.2969], [0.6135, -2.1310, 0.3264], [-3.5214, -0.2577, -2.9571], [-2.8037, -1.8796, -2.8096], [-2.4774, -0.8802, -4.2429], [-0.6405, -2.9837, -2.6778], [1.1030, -2.6667, -2.5404], [0.2522, -2.2735, -4.0400], [2.6290, -1.0145, -1.9158], [2.8620, 0.7463, -1.9242], [2.7195, -0.1305, -3.4516], [1.8246, 2.6499, -1.7279], [0.2664, 3.4561, -1.8926], [1.1999, 3.0564, -3.3543], [-3.1348, 1.9409, -2.4703], [-2.1863, 2.5454, -3.8343], [-1.8658, 3.1629, -2.2109], [0.8809, 2.7999, 0.8743], [0.4136, 1.8247, 0.6873], [3.0528, -0.8950, 4.2234], [2.9640, -0.5915, 2.8397], [1.7499, -0.1886, 2.2885], [0.5408, -0.3811, 2.9685], [-0.7573, -0.4231, 2.3622], [-1.8377, -0.3029, 3.1788], [-1.7198, -0.2599, 4.6107], [-0.4979, -0.4120, 5.2247], [0.6479, -0.5315, 4.4287], [1.9229, -0.8042, 5.0148], [4.0168, -1.1714, 4.6746], [3.8714, -0.6458, 2.2345], [1.6995, 0.3356, 1.3354], [-2.8467, -0.2203, 2.7955], [-2.6132, -0.1258, 5.2173], [-0.3904, -0.4463, 6.3157], [1.9739, -0.9623, 6.0836]], "e_above_lowest_kj_mol": 41.68, "energy_ev": -62036.1963, "total_charge": -2, "molar_mass_g_mol": 564.25, "multiplicity": 1}


{"formula": "C20H23F2N2O", "method": "the ωB97M-V functional and the def2-TZVPD basis", "symbols": ["F", "C", "C", "C", "C", "C", "C", "C", "C", "C", "C", "C", "F", "C", "C", "H", "H", "H", "H", "H", "H", "H", "H", "H", "C", "N", "C", "C", "C", "C", "C", "C", "N", "O", "H", "H", "H", "H", "H", "H", "H", "H", "H", "H", "H", "H", "H", "H"], "xyz": [[-2.8554, 2.8767, 1.3293], [-2.6786, 1.5230, 1.4978], [-3.8012, 0.6997, 1.4860], [-3.5903, -0.6822, 1.6436], [-2.3228, -1.1863, 1.8872], [-1.1744, -0.3430, 1.8874], [0.0933, -0.9666, 2.0533], [1.3820, -0.3570, 2.0256], [2.5058, -1.1933, 1.7656], [3.7651, -0.6743, 1.5198], [3.9696, 0.7126, 1.4679], [2.8886, 1.5317, 1.7807], [3.0300, 2.8906, 1.6126], [1.6556, 1.0394, 2.1862], [-1.3834, 1.0429, 1.6191], [-4.7862, 1.1222, 1.2971], [-4.4395, -1.3612, 1.5721], [-2.1600, -2.2555, 2.0394], [0.0570, -2.0542, 1.9799], [2.3366, -2.2663, 1.6880], [4.5998, -1.3503, 1.3360], [4.9172, 1.1453, 1.1618], [0.8957, 1.7069, 2.5748], [-0.5401, 1.7007, 1.4634], [0.3524, -1.8602, 8.3876], [-0.1171, -2.8012, 7.4057], [-0.7833, -3.9795, 7.9517], [0.1612, -2.5469, 6.1028], [-0.2545, -3.5944, 5.0739], [0.4334, -4.9361, 5.3521], [1.3027, -5.2361, 4.1262], [1.0631, -4.0818, 3.1341], [0.1701, -3.1183, 3.7646], [0.7452, -1.5189, 5.7388], [0.8677, -1.0636, 7.8585], [-0.4965, -1.4526, 8.9450], [1.0431, -2.3603, 9.0749], [-1.2758, -4.5635, 7.1651], [-0.0534, -4.6262, 8.4692], [-1.5462, -3.6628, 8.6756], [-1.3468, -3.6606, 5.1240], [1.0561, -4.8904, 6.2539], [-0.3247, -5.7045, 5.5089], [2.3580, -5.2637, 4.4073], [1.0455, -6.1996, 3.6832], [2.0054, -3.6175, 2.8038], [0.5795, -4.4841, 2.2298], [0.5498, -2.1715, 3.8513]], "e_above_lowest_kj_mol": 42.24, "energy_ev": -31567.9067, "total_charge": 1, "molar_mass_g_mol": 345.41, "multiplicity": 1}


{"formula": "C20H23FN2O3S2", "method": "the ωB97M-V functional and the def2-TZVPD basis", "symbols": ["O", "C", "N", "C", "S", "S", "C", "C", "C", "C", "C", "C", "C", "C", "H", "H", "H", "H", "F", "H", "C", "C", "C", "O", "N", "C", "H", "C", "H", "H", "C", "O", "H", "H", "H", "C", "C", "C", "C", "H", "H", "H", "H", "H", "H", "H", "H", "H", "H", "H", "H"], "xyz": [[-0.8445, -0.0086, 1.6227], [-0.5944, 1.1750, 1.6117], [-1.4425, 2.1568, 1.1468], [-1.0119, 3.4391, 1.2648], [-1.8381, 4.7766, 0.8361], [0.5806, 3.5023, 2.0021], [0.6542, 1.7667, 2.1301], [1.6378, 0.9702, 2.5943], [2.9263, 1.3099, 3.1392], [3.7968, 0.2762, 3.5173], [5.0459, 0.5106, 4.0527], [5.4679, 1.8179, 4.2287], [4.6350, 2.8656, 3.8663], [3.3869, 2.6175, 3.3314], [2.7527, 3.4451, 3.0586], [4.9624, 3.8847, 4.0030], [6.4425, 2.0153, 4.6473], [5.6702, -0.3260, 4.3245], [3.4072, -1.0043, 3.3526], [1.4111, -0.0898, 2.5438], [-2.6719, 1.8670, 0.4283], [-2.5884, 0.6311, -0.4715], [-1.2630, 0.5621, -1.2216], [-0.4517, 1.4731, -1.1648], [-1.0118, -0.5596, -1.9316], [-1.9318, -1.6602, -2.1511], [-2.9056, -1.3910, -1.7365], [-1.4842, -2.9391, -1.4223], [-0.4296, -3.1446, -1.5945], [-2.0609, -3.7796, -1.8180], [-1.7256, -2.8318, 0.0864], [-3.0868, -2.6140, 0.3895], [-3.5933, -3.3899, 0.1244], [-1.1899, -1.9769, 0.5031], [-1.3627, -3.7418, 0.5826], [-2.1162, -1.8760, -3.6620], [-0.7846, -2.0599, -4.3813], [0.0974, -0.8474, -4.1069], [0.2725, -0.6703, -2.6022], [0.8258, 0.2444, -2.3830], [0.8283, -1.5181, -2.1886], [1.0765, -0.9672, -4.5721], [-0.3708, 0.0470, -4.5227], [-0.2895, -2.9661, -4.0279], [-0.9563, -2.1690, -5.4537], [-2.7628, -2.7397, -3.8252], [-2.6194, -0.9984, -4.0751], [-2.7128, -0.2696, 0.1283], [-3.4116, 0.6959, -1.1860], [-3.4812, 1.7323, 1.1534], [-2.8841, 2.7566, -0.1715]], "smiles": "O=C1/C(=C/c2ccccc2F)SC(=S)N1CCC(=O)N1CCCC[C@H]1CCO", "energy_ev": -54625.0750, "total_charge": 0, "molar_mass_g_mol": 422.55, "multiplicity": 1}


{"formula": "C20H23FN4O5S", "method": "the ωB97M-V functional and the def2-TZVPD basis", "symbols": ["C", "C", "C", "C", "C", "C", "C", "S", "O", "O", "N", "C", "O", "C", "C", "H", "C", "H", "H", "H", "H", "H", "H", "C", "N", "C", "O", "C", "O", "N", "H", "C", "C", "C", "C", "N", "C", "C", "H", "H", "H", "H", "H", "H", "H", "H", "H", "H", "H", "F", "H", "H", "H", "H"], "xyz": [[-2.0777, -2.2217, 1.7692], [-2.5241, -1.5179, 0.5367], [-3.7880, -1.7910, 0.0152], [-4.2042, -1.2003, -1.1613], [-3.3938, -0.3337, -1.8751], [-2.1413, -0.0576, -1.3606], [-1.7198, -0.6277, -0.1709], [-0.0906, -0.0732, 0.3496], [0.8130, -0.2236, -0.7539], [0.2800, -0.6192, 1.6187], [-0.2423, 1.5619, 0.5960], [-0.0619, 2.5005, -0.4818], [-1.2319, 3.1916, -0.8205], [-1.9219, 3.7625, 0.2770], [-2.2835, 2.6940, 1.3093], [-2.7883, 3.1459, 2.1622], [-0.9842, 2.0193, 1.7486], [-1.1615, 1.1446, 2.3738], [-0.3707, 2.7293, 2.3169], [-2.9451, 1.9580, 0.8486], [-2.8143, 4.2161, -0.1581], [-1.3165, 4.5495, 0.7467], [0.2076, 1.9192, -1.3697], [1.1694, 3.3957, -0.1767], [2.2973, 2.5249, 0.0452], [2.7529, 1.7184, -0.9368], [2.5770, 1.8870, -2.1277], [3.5132, 0.5175, -0.3730], [3.8312, 0.4504, 0.8001], [3.7431, -0.4096, -1.3134], [3.2740, -0.2364, -2.1937], [4.0865, -1.7756, -0.9720], [2.8494, -2.4913, -0.4890], [2.6098, -2.6640, 0.8667], [1.4040, -3.2173, 1.2627], [0.4585, -3.5886, 0.4151], [0.6920, -3.4295, -0.8781], [1.8654, -2.8987, -1.3825], [2.0012, -2.7832, -2.4470], [-0.1086, -3.7416, -1.5374], [1.1765, -3.3608, 2.3100], [3.3334, -2.3434, 1.5986], [4.5086, -2.2589, -1.8560], [4.8335, -1.7369, -0.1755], [2.4453, 2.1553, 0.9775], [1.0186, 4.0200, 0.7031], [1.3647, 4.0212, -1.0507], [-1.4751, 0.6046, -1.8868], [-3.7379, 0.1036, -2.7976], [-5.4346, -1.4815, -1.6289], [-4.4502, -2.4738, 0.5246], [-1.5541, -1.5542, 2.4457], [-1.3629, -2.9965, 1.4804], [-2.9209, -2.6832, 2.2763]], "e_above_lowest_kj_mol": 28.90, "smiles": "Cc1cc(F)ccc1S(=O)(=O)N1CCCO[C@H]1CNC(=O)C(=O)NCc1ccncc1", "energy_ev": -50864.5300, "total_charge": 0, "molar_mass_g_mol": 450.49, "multiplicity": 1}


{"formula": "C20H23N3O2", "method": "the ωB97M-V functional and the def2-TZVPD basis", "symbols": ["C", "C", "C", "C", "C", "C", "C", "H", "H", "C", "H", "H", "C", "N", "C", "O", "C", "N", "C", "O", "C", "H", "C", "H", "H", "H", "C", "C", "C", "C", "C", "N", "C", "H", "H", "H", "H", "H", "H", "H", "H", "H", "H", "H", "H", "H", "H", "H"], "xyz": [[-1.5272, -3.7518, 0.4007], [-1.9172, -2.3668, 0.5336], [-1.7929, -1.6333, 1.7402], [-2.3064, -0.4454, 1.9090], [-2.8824, 0.1213, 0.7241], [-3.1059, -0.4312, -0.2980], [-2.7321, -1.7802, -0.3492], [-2.7661, -2.1117, -1.6000], [-3.5485, 0.2114, -1.2776], [-3.1906, 1.7166, 0.9991], [-3.8009, 2.1652, 1.9680], [-3.9873, 2.1666, 0.0874], [-1.9160, 2.4081, 0.8526], [-1.0603, 2.2085, -0.0686], [0.2352, 2.3174, -0.2426], [0.7483, 3.0593, 0.7641], [1.0180, 1.3268, -1.1144], [0.6952, 0.0319, -0.8301], [0.4909, -0.5356, -2.0575], [0.1357, -1.7860, -1.8751], [0.2802, 0.2910, -3.2780], [1.0310, 0.1287, -3.6991], [0.4755, 1.8176, -2.5512], [-0.5390, 2.2760, -2.4267], [1.1823, 2.4779, -3.4189], [-0.5190, 0.1764, -3.7469], [1.0590, -0.6896, 0.3702], [2.5679, -0.2984, 0.5955], [3.0375, 0.5502, 1.4417], [4.5273, 0.5576, 1.5635], [5.2399, -0.3290, 0.8876], [4.6510, -1.4598, 0.1328], [3.4020, -1.4010, 0.1290], [2.9418, -2.3975, -0.4790], [6.2729, -0.5448, 1.0392], [5.0227, 1.5958, 2.0693], [2.5348, 1.3901, 1.5605], [0.6925, -1.5174, 0.5947], [0.4904, 0.0746, 1.1766], [1.9388, 1.8392, -0.9762], [-1.3707, 1.2897, -0.5085], [-2.3050, 3.7232, 1.0524], [-1.4857, 2.4598, 1.9383], [-2.2989, -0.0757, 2.9253], [-1.6251, -2.1959, 2.5304], [-2.2469, -4.4746, 0.0343], [-1.0111, -4.2550, 1.2488], [-0.7356, -3.9004, -0.4714]], "e_above_lowest_kj_mol": 1635.35, "energy_ev": -29663.5293, "total_charge": 0, "molar_mass_g_mol": 337.42, "multiplicity": 1}


Lowest unoccupied orbital energy (Eh)
0.1721 -0.2184 -0.0255 0.0225 0.0200
Max |F| (eV Å⁻¹)
6.77 1.65 1.03 0.84 19.10